[1]
ORCA calculation (ωB97M-V/def2-TZVPD) on a cluster of 2 separate species, C3H7ClN in total.

net charge: +1
2S+1: 3
max |F|: 0.214 Eh/bohr
HOMO energy (spin up / spin down): -11.02 / -14.77 eV
energy above the lowest of the compared OMol25 structures with the same formula, charge and spin: 282.4 kJ/mol
LUMO energy (spin up / spin down): -3.69 / -8.26 eV

```
12
Properties=species:S:1:pos:R:3:forces:R:3
C -0.33892 -1.31295 0.37390 -8.45 -4.45 -0.26
C -0.43698 -0.17470 -0.59588 -0.62 1.63 0.96
C 0.65415 -0.48547 0.30746 8.98 6.36 -0.43
N -1.62149 0.99939 -0.19345 2.05 -1.86 2.48
Cl 3.70760 -0.14906 -0.53953 -0.88 0.30 2.80
H -0.83105 -2.21569 0.57288 0.04 -1.24 -0.07
H 3.29064 -0.00816 0.79971 1.28 -0.29 -2.84
H -0.39279 -0.15267 -1.67246 -0.02 -0.71 -0.24
H 1.42134 -0.04029 0.99256 -1.71 0.07 -0.57
H -2.24716 1.39456 -0.89763 -0.36 -1.26 -0.20
H -1.28064 1.85349 0.26884 0.55 -0.53 0.03
H -1.92470 0.29155 0.58360 -0.87 1.99 -1.67
```
Forces are in eV/Å.

***

[2]
ORCA calculation (ωB97M-V/def2-TZVPD) on the ion C6H9IN with charge +1.

net charge: +1
max |F|: 0.139 Eh/bohr
HOMO energy: -12.35 eV
energy above the lowest of the compared OMol25 structures with the same formula, charge and spin: 391.3 kJ/mol
LUMO energy: -5.95 eV

```
17
Properties=species:S:1:pos:R:3:forces:R:3
C 0.45416 0.31028 0.54594 4.11 -2.04 2.63
C -0.62725 0.40708 1.41941 2.89 -0.73 2.49
C -0.26975 0.79869 -0.61629 -0.24 -0.97 -2.30
C 2.01448 -0.47003 0.66391 -6.56 2.23 1.65
C 2.54829 -0.74497 -0.60852 0.02 -1.71 -2.88
C -2.58469 -0.11652 0.29817 0.29 -2.20 -3.04
N -1.48915 0.84249 0.31873 0.28 0.84 -1.61
I 2.70134 -1.07354 2.53940 -0.53 0.55 -1.69
H -0.10809 1.84535 -0.92394 0.24 -0.61 -0.45
H -0.23459 0.01053 -1.44549 -0.88 1.48 0.53
H 3.38689 -1.43823 -0.65606 0.28 0.50 0.09
H 2.68543 0.19690 -1.12289 0.85 0.74 0.02
H 1.82806 -1.12426 -1.46477 0.49 0.28 2.09
H -3.15579 -0.12725 -0.63203 0.14 0.72 -0.19
H -2.11425 -1.13289 0.25187 -0.41 0.85 0.69
H -3.28871 -0.01411 1.06659 -0.35 0.32 1.54
H -1.74640 1.83047 0.36598 -0.61 -0.25 0.43
```
Forces are in eV/Å.

***

[3]
ORCA calculation (ωB97M-V/def2-TZVPD) on a structure of composition C26H22IN3O2Ti.

net charge: +2
max |F|: 0.047 Eh/bohr
HOMO energy: -14.25 eV
energy above the lowest of the compared OMol25 structures with the same formula, charge and spin: 91.2 kJ/mol
LUMO energy: -7.48 eV

```
55
Properties=species:S:1:pos:R:3:forces:R:3
Ti 0.51984 -0.63015 -0.75739 2.07 -1.14 -0.59
C -3.80838 -1.26606 -1.10943 0.01 0.04 -0.03
C -3.42516 0.17966 -1.05055 0.49 -0.34 -0.01
N -4.36059 1.10756 -0.99817 -0.18 0.03 0.02
C -4.03236 2.39700 -0.95968 0.07 -0.06 -0.03
C -2.72905 2.86432 -0.97933 0.14 0.08 -0.04
C -2.45203 4.34999 -0.86878 -0.03 -0.04 0.04
O -1.56595 4.83306 -1.86760 0.03 -0.05 0.04
C -1.70036 1.90257 -1.02999 -0.19 -0.54 -0.11
C -0.31205 2.32859 -1.09179 0.26 0.14 0.12
N 0.73816 1.62723 -0.78438 -0.32 -0.30 -0.11
C 1.99243 2.30693 -0.77999 0.33 0.25 0.08
C 2.09671 3.64801 -0.39661 -0.14 -0.11 0.01
C 3.31726 4.29839 -0.37917 0.06 0.02 -0.01
C 4.48011 3.62250 -0.71587 -0.03 0.02 0.01
C 4.41522 2.28462 -1.07345 0.06 -0.11 0.00
C 3.18498 1.65807 -1.09493 -0.16 -0.52 -0.24
I 3.15530 -0.40276 -1.71810 -0.12 0.72 0.20
C -2.06945 0.54811 -1.06196 -0.81 1.21 -0.05
O -1.10942 -0.39408 -1.13108 -1.82 0.32 -0.46
H -4.88706 -1.35840 -1.03053 -0.01 0.00 0.01
H -3.33395 -1.82780 -0.30249 -0.03 -0.02 -0.01
H -3.48170 -1.70547 -2.05452 -0.02 -0.03 0.02
H -4.86520 3.09053 -0.92233 0.04 0.03 0.02
H -1.98303 4.54886 0.09863 -0.01 0.07 -0.03
H -3.39875 4.89019 -0.87787 0.00 0.00 0.01
H -2.06426 5.18722 -2.61012 -0.03 0.00 -0.03
H -0.18283 3.35579 -1.42584 0.07 0.03 0.07
H 1.21094 4.18585 -0.08318 -0.01 -0.01 0.00
H 3.35794 5.33855 -0.08651 0.01 -0.01 0.01
H 5.43802 4.12327 -0.69347 -0.01 0.00 0.00
H 5.31516 1.73961 -1.32438 0.00 0.04 -0.03
N 0.63923 -0.48488 1.30642 -0.15 -0.54 0.45
C 0.53805 -1.59543 2.29413 0.02 -0.11 0.20
C 0.45163 -1.17065 3.61323 0.00 0.12 -0.03
C 0.39475 -2.07697 4.65465 0.00 -0.03 -0.09
C 0.43289 -3.42907 4.35566 -0.01 -0.01 0.09
C 0.50842 -3.84711 3.04135 0.00 0.00 -0.05
C 0.56102 -2.95501 1.96345 -0.01 0.12 0.07
C 0.59955 -3.46745 0.57035 0.05 -0.04 -0.05
C 0.65297 -4.82999 0.26800 0.00 0.13 0.04
C 0.64803 -5.27090 -1.04761 -0.01 -0.02 -0.10
C 0.57420 -4.38316 -2.11317 0.04 -0.09 0.00
C 0.50913 -3.03007 -1.83073 0.04 0.59 0.20
C 0.54145 -2.58143 -0.50505 0.24 -0.13 0.46
H -0.08483 0.18472 1.56679 0.02 0.17 0.04
H 1.52356 -0.01533 1.50804 0.07 0.16 -0.05
H 0.43312 -0.10750 3.83153 0.01 -0.01 -0.01
H 0.32260 -1.72959 5.67537 0.01 -0.01 0.00
H 0.39900 -4.16198 5.15022 -0.01 -0.01 -0.02
H 0.51818 -4.90948 2.85348 0.00 0.00 -0.01
H 0.69844 -5.57474 1.04783 0.02 0.00 0.01
H 0.69214 -6.33327 -1.24793 0.00 0.00 0.02
H 0.56090 -4.74323 -3.13233 -0.02 0.03 -0.01
H 0.42510 -2.31927 -2.66279 -0.04 -0.05 -0.06
```
Forces are in eV/Å.

***

[4]
ORCA calculation (ωB97M-V/def2-TZVPD) on a structure of composition C37H27Br2N7O4SYb.

net charge: -1
2S+1: 2
max |F|: 0.060 Eh/bohr
HOMO energy (spin up / spin down): -3.08 / -3.10 eV
energy above the lowest of the compared OMol25 structures with the same formula, charge and spin: 245.3 kJ/mol
LUMO energy (spin up / spin down): 1.34 / 1.34 eV

```
79
Properties=species:S:1:pos:R:3:forces:R:3
Yb 0.06545 0.07687 0.10106 -2.99 -0.62 0.35
N -1.05593 -0.77672 2.46090 0.31 0.13 0.35
C -0.05286 -0.57178 3.53702 0.01 0.02 -0.09
C 1.05941 0.43020 3.20037 0.05 0.19 -0.47
O 1.72564 0.88257 4.14429 0.02 -0.04 0.17
N 1.21897 0.64910 1.90118 1.03 0.41 1.17
C 2.39527 1.42412 1.51064 -0.23 -0.24 0.11
C 2.72300 1.25231 0.00778 -0.10 -0.33 -0.10
O 3.71470 1.80008 -0.44123 0.14 0.19 -0.01
O 1.89716 0.50253 -0.66462 2.80 0.83 -0.46
H -1.87085 -0.22017 2.67961 -0.13 0.05 -0.03
H -1.37132 -1.73774 2.47747 -0.06 -0.11 -0.05
H 0.46404 -1.51570 3.72439 -0.05 -0.05 0.02
H -0.51088 -0.26130 4.47699 -0.01 -0.01 0.06
H 3.27423 1.12366 2.08620 0.12 0.06 0.04
H 2.27207 2.49583 1.70714 0.09 0.08 -0.01
S -0.50065 -4.74181 0.94769 0.10 0.24 -0.13
C 0.99346 -4.20600 1.65074 -0.26 0.06 -0.16
C 1.83524 -4.89623 2.51481 0.14 -0.02 0.09
C 2.99725 -4.26829 2.93133 -0.23 -0.15 -0.03
C 3.30108 -2.97803 2.49004 0.03 0.13 -0.08
C 2.46428 -2.29674 1.62716 0.01 0.05 -0.09
C 1.28180 -2.91076 1.20049 0.10 -0.21 0.23
N 0.33390 -2.35522 0.35254 -0.87 -1.18 -0.40
C -0.64723 -3.19923 0.09590 1.52 0.21 0.81
C -1.76458 -2.99890 -0.80556 -0.86 0.17 -0.60
C -2.89547 -3.83949 -0.73652 0.39 0.27 0.11
C -3.97249 -3.69072 -1.58693 -0.09 -0.02 -0.03
C -3.95397 -2.69029 -2.55412 0.29 0.05 0.13
C -2.85286 -1.85175 -2.65744 -0.38 -0.01 -0.17
C -1.77542 -1.99191 -1.79471 0.53 0.11 0.35
H 1.58695 -5.89828 2.84142 0.04 0.02 0.01
H 3.67542 -4.78850 3.59773 -0.04 0.05 -0.02
H 4.21336 -2.49926 2.82583 -0.06 -0.02 -0.04
H 2.70591 -1.30473 1.27508 -0.02 0.03 -0.01
H -2.92347 -4.60830 0.02791 -0.02 0.02 -0.06
H -4.83129 -4.34420 -1.48948 0.07 0.02 -0.01
H -4.79751 -2.55044 -3.21970 0.06 -0.01 0.02
H -2.82866 -1.06477 -3.40053 0.03 -0.04 0.05
Br 5.39109 -2.84021 -8.11384 -0.02 0.05 0.00
C 3.99095 -1.55442 -7.94860 0.05 -0.03 0.02
C 3.91426 -0.76349 -6.81194 -0.08 0.02 0.00
C 2.87051 0.13513 -6.67686 -0.09 -0.02 -0.06
C 1.88627 0.26943 -7.68002 0.07 0.19 0.33
C 2.02800 -0.51401 -8.83632 -0.04 -0.06 0.00
C 3.05861 -1.43062 -8.96487 -0.08 0.03 -0.03
N 0.88070 1.23144 -7.66357 -0.26 -0.21 -0.09
N 0.34780 1.68189 -6.55013 0.27 0.04 0.17
C 0.17222 0.93781 -5.42877 0.03 -0.18 -0.37
C 0.06470 -0.47121 -5.38483 0.01 0.24 -0.15
C -0.25212 -1.12562 -4.20905 0.05 -0.04 0.27
C -0.45452 -0.43560 -3.03208 0.06 -0.13 -0.25
O -0.71518 -1.11682 -1.82156 -0.54 -0.77 -0.71
C -0.33683 0.96129 -2.98448 -0.15 0.27 0.04
N -0.49482 1.60518 -1.78936 -0.07 0.26 -0.54
C -0.38885 2.92027 -1.78637 -0.11 -0.20 0.11
C -0.14371 3.68912 -2.91921 0.03 0.11 -0.27
C 0.03122 3.04981 -4.12674 0.02 0.21 0.16
C -0.05812 1.65983 -4.19359 0.07 -0.28 0.06
H 4.66081 -0.85310 -6.03343 -0.02 0.00 -0.01
H 2.81405 0.75754 -5.79377 -0.01 -0.02 0.02
H 1.29200 -0.40170 -9.62452 0.05 0.02 0.03
H 3.13660 -2.05009 -9.84934 -0.01 0.03 0.01
H 0.19157 -1.03778 -6.29449 0.05 -0.03 -0.01
H -0.34732 -2.20700 -4.20341 0.01 0.02 -0.01
H -0.50665 3.40540 -0.82465 0.02 0.00 0.03
H -0.07973 4.76634 -2.83806 0.03 -0.03 0.01
H 0.24562 3.59767 -5.03504 0.00 -0.05 -0.01
Br -3.07144 0.28236 0.00195 -0.50 0.21 0.19
C -2.56313 1.71641 1.15776 -0.03 -0.21 -0.44
C -3.50924 2.32337 1.96301 -0.17 -0.07 0.03
C -3.07092 3.35006 2.78044 -0.06 -0.02 -0.02
C -1.73685 3.71524 2.72871 0.11 0.15 0.09
C -0.88641 3.03439 1.87727 0.34 0.05 0.04
N -1.28543 2.02763 1.09713 -0.56 0.22 0.30
H -4.53946 1.99632 1.94256 0.05 0.00 0.01
H -3.76218 3.85641 3.44279 0.02 -0.01 -0.03
H -1.35102 4.51218 3.34948 0.02 -0.02 -0.03
H 0.16531 3.28694 1.81039 0.00 -0.06 0.09
```
Forces are in eV/Å.